{"formula": "C35H66MnN3SSi2Te", "method": "ωB97M-V/def2-TZVPD", "multiplicity": 6, "homo_lumo_gap_ev": [7.07, 5.24], "total_charge": 1, "max_force_ev_per_a": 3.3, "total_energy_ha": -3933.4262, "e_lumo_ev": [-2.40, -2.86], "elements": ["Mn", "C", "C", "C", "C", "C", "C", "C", "C", "C", "C", "C", "C", "C", "C", "C", "C", "C", "H", "H", "H", "H", "H", "H", "H", "H", "H", "H", "H", "H", "H", "H", "H", "H", "H", "H", "H", "H", "H", "H", "H", "H", "H", "H", "H", "H", "H", "C", "Si", "C", "C", "C", "Te", "C", "Si", "C", "C", "C", "H", "H", "H", "H", "H", "H", "H", "H", "H", "H", "H", "H", "H", "H", "H", "H", "H", "H", "H", "H", "H", "H", "C", "C", "C", "C", "N", "C", "C", "H", "H", "H", "H", "H", "H", "H", "C", "N", "C", "C", "N", "C", "S", "H", "H", "H", "H", "H", "H", "H", "H"], "xyz": [[-0.713926, -1.706284, -0.804816], [3.087736, -0.079433, 1.688160], [2.100051, 0.698050, 2.335795], [2.170498, 2.019400, 1.759720], [3.174390, 1.995652, 0.766587], [3.774730, 0.704014, 0.739669], [4.930303, 0.306614, -0.094476], [6.065077, 1.342044, 0.093243], [4.511835, 0.269435, -1.592441], [5.399157, -1.081362, 0.325693], [1.315012, 3.244514, 2.001525], [1.766115, 4.490221, 1.202638], [-0.117670, 2.993511, 1.578193], [1.481684, 3.690755, 3.464657], [1.353270, 0.091756, 3.568085], [-0.101801, 0.545486, 3.777928], [2.249282, 0.387344, 4.784100], [1.244288, -1.432739, 3.368654], [3.226186, -1.127343, 1.845617], [3.452831, 2.801365, 0.077743], [5.852539, 2.331619, -0.274414], [6.976832, 1.057324, -0.453200], [6.345245, 1.429460, 1.192906], [4.212183, 1.295548, -1.916610], [3.681019, -0.440191, -1.751519], [5.361440, 0.057951, -2.264666], [5.554351, -1.125433, 1.435656], [6.374047, -1.403827, -0.150585], [4.661737, -1.861386, 0.016466], [1.874879, 4.198651, 0.129256], [2.798748, 4.821136, 1.484086], [1.100437, 5.336712, 1.223153], [-0.130934, 2.883974, 0.474689], [-0.809097, 3.813798, 1.847849], [-0.561641, 2.037742, 1.925931], [2.592838, 3.799361, 3.642559], [1.078368, 2.976765, 4.235973], [1.016647, 4.697287, 3.651131], [-0.225683, 1.589354, 4.087133], [-0.458699, -0.079500, 4.597254], [-0.770180, 0.332149, 2.899658], [2.322807, 1.476436, 4.991182], [3.295048, -0.018644, 4.666788], [1.812937, -0.086257, 5.697505], [0.691512, -1.672839, 2.429840], [0.683704, -1.966029, 4.185653], [2.260507, -1.880001, 3.376226], [-6.434780, 2.423263, 0.106613], [-4.660540, 2.316911, 0.890055], [-4.518576, 3.670715, 2.177350], [-4.394407, 0.638171, 1.660452], [-3.423951, 2.508816, -0.542922], [-2.390559, 0.664094, -1.361741], [-2.143206, 1.153272, -3.488857], [-1.002671, 2.635334, -3.983313], [0.767629, 2.543244, -3.329315], [-1.064032, 2.575306, -5.899664], [-1.668764, 4.188940, -3.121577], [-7.162194, 1.952563, 0.814546], [-6.511393, 1.890938, -0.854254], [-6.716922, 3.464185, 0.016915], [-5.491123, 3.937371, 2.681480], [-4.110028, 4.567339, 1.770128], [-3.814842, 3.343725, 2.948394], [-5.021218, 0.591923, 2.556446], [-3.356812, 0.485541, 2.055553], [-4.623536, -0.142213, 0.987014], [-2.548102, 3.091399, -0.202204], [-3.856638, 3.035512, -1.403487], [-3.218879, 1.303828, -3.793357], [-1.831072, 0.209044, -3.949997], [1.379687, 2.150067, -4.120132], [0.882144, 1.852918, -2.487856], [1.082645, 3.581542, -3.037952], [-0.721325, 1.614523, -6.285856], [-0.355741, 3.320529, -6.302861], [-2.027269, 2.763560, -6.357283], [-1.243441, 4.255624, -2.093548], [-2.749249, 4.243109, -3.060612], [-1.341926, 5.126898, -3.656478], [-5.652479, -5.435370, 0.620853], [-4.351121, -4.676816, 0.425015], [-3.585821, -4.873029, -0.715831], [-2.399977, -4.190383, -0.909971], [-2.047081, -3.131858, -0.088917], [-2.754900, -3.006250, 1.073900], [-3.869710, -3.741525, 1.374921], [-5.495566, -6.527109, 0.781794], [-6.329690, -5.283804, -0.259536], [-6.227680, -5.031821, 1.478543], [-3.908779, -5.602519, -1.478678], [-1.796986, -4.367097, -1.771521], [-2.423452, -2.243999, 1.763629], [-4.347928, -3.655901, 2.309739], [2.385225, -4.067339, -4.236308], [2.141660, -4.567942, -2.892435], [2.341119, -5.962894, -2.596463], [2.053416, -6.075434, -1.075508], [1.625206, -4.699672, -0.749195], [1.640329, -3.911949, -1.853191], [1.340319, -2.263442, -1.948496], [3.377305, -4.421787, -4.570415], [2.449268, -2.968955, -4.257607], [1.569951, -4.447076, -4.863980], [3.371866, -6.305386, -2.806825], [1.691032, -6.627169, -3.213110], [2.933270, -6.430819, -0.456809], [1.288164, -6.840370, -0.826426], [1.313451, -4.354404, 0.144936]], "forces_ev_per_a": [[0.48, -0.09, -0.20], [-0.64, 0.39, 0.02], [0.52, -2.11, 0.53], [1.26, 1.74, -2.55], [-1.33, 0.95, 0.90], [-0.81, -0.40, 0.73], [0.71, -0.10, -0.90], [0.91, -0.48, 1.23], [-0.03, 1.03, -0.20], [0.93, -1.16, 0.18], [0.07, 1.01, 0.79], [1.95, -1.08, -1.45], [-1.20, -0.78, -0.68], [0.32, 0.17, 1.25], [0.16, 0.17, -1.17], [-0.29, -0.05, 0.06], [0.26, -0.05, 0.98], [0.13, -0.94, 0.29], [0.27, -0.17, 0.10], [-0.19, -0.30, 0.57], [-0.56, 0.39, -0.03], [-0.26, -0.29, 0.17], [-0.35, -0.09, -1.30], [-0.19, -0.72, 0.31], [0.40, 0.32, -0.05], [-0.20, -0.38, 0.46], [-0.17, -0.07, -0.95], [-0.97, 0.64, 0.37], [0.35, 0.56, 0.41], [-0.27, 0.29, 0.58], [-0.88, -0.19, 0.05], [-0.43, 0.12, 0.43], [-0.02, 0.22, 0.35], [0.39, -0.24, -0.01], [0.39, 0.73, 0.03], [-1.16, -0.08, 0.02], [0.42, 0.77, -0.86], [0.31, -0.92, -0.22], [0.01, -0.30, -0.24], [-0.26, 0.12, 0.12], [0.76, 0.17, 0.67], [0.03, -0.70, -0.20], [-1.13, 0.40, -0.09], [0.26, 0.29, -0.57], [0.60, 0.14, 0.42], [0.45, 0.84, -0.47], [-0.73, 0.06, -0.25], [0.56, -1.01, 1.01], [-1.21, -0.25, -0.98], [-0.62, -0.50, 0.76], [1.00, 0.91, 1.55], [1.26, 0.03, -0.07], [-0.61, 0.54, -0.07], [-0.79, 0.44, 0.34], [-0.65, -0.18, 0.20], [-0.50, 0.35, 0.11], [0.78, 0.56, 0.47], [0.60, 0.79, -0.41], [0.48, 0.32, -0.52], [0.02, 0.30, 0.27], [-0.09, 0.24, -0.27], [0.90, -0.44, -0.58], [0.24, 0.81, -0.41], [-0.07, 0.04, 0.09], [-0.17, -0.25, -0.14], [-0.59, 0.22, -0.47], [-0.37, -0.99, -0.71], [-0.41, -0.09, -0.21], [0.11, -0.29, 0.13], [1.15, 0.03, 0.07], [0.03, 0.08, 0.19], [0.65, 0.02, -0.37], [-0.09, 0.25, 0.13], [-0.10, -1.05, -0.28], [0.04, -0.15, 0.21], [-0.27, -0.15, 0.10], [-0.31, 0.13, 0.14], [-0.31, -0.15, -0.62], [-0.24, -0.02, 0.03], [-0.19, -0.90, 0.45], [-0.61, 0.23, 0.01], [-0.23, 0.28, 0.56], [0.07, -0.77, -0.49], [-0.76, 2.08, 1.35], [-0.72, -1.74, 0.36], [0.52, 0.30, -1.02], [0.00, -1.35, -1.60], [-0.05, 0.80, -0.21], [0.73, -0.30, 0.56], [0.49, -0.30, -0.33], [0.24, 0.38, 0.53], [0.42, 0.05, -0.42], [0.16, 0.14, -0.03], [-0.53, 0.34, 0.89], [0.26, 0.11, 0.04], [0.10, -0.12, -0.07], [0.49, -1.59, 0.17], [0.19, -0.75, 0.98], [-0.18, -0.26, -1.00], [0.76, -0.21, 0.64], [-0.57, 1.06, 0.33], [-0.59, -0.14, 0.05], [-0.38, -0.50, 0.16], [0.40, 0.27, -0.27], [-0.35, 0.44, -0.03], [0.17, 0.58, 0.43], [-0.65, 0.87, -0.83], [0.07, 0.68, -0.38], [0.03, -0.07, -0.12]]}